Density functional theory data (ωB97M-V/def2-TZVPD) for a molecular structure, C3H9NO2S.

```
16
Properties=species:S:1:pos:R:3:forces:R:3:nbo_charge:R:1
O -0.11610 1.58038 -1.45109 0.11 -0.41 1.25 -0.890
O -1.53947 2.62889 -3.13822 0.52 0.15 0.45 -1.161
H 1.01584 -1.06490 -0.84901 0.29 -0.10 -0.44 0.331
H -0.14391 0.63370 0.64957 -0.37 -0.50 0.06 0.219
H -0.20228 -2.06551 0.57179 0.47 0.40 -0.54 0.174
H -2.31188 2.13504 -2.85796 -0.17 -0.07 -0.02 0.420
C 0.68586 -0.06670 0.75640 0.87 0.73 0.44 -0.251
H -0.74510 2.21016 -2.27244 -0.17 -0.49 -0.93 0.509
H 1.35899 0.40232 1.49867 -0.07 -0.03 -0.19 0.148
H 1.86151 1.46208 -1.81165 0.08 -0.33 0.07 0.076
N 1.40124 -0.17228 -0.56020 -1.21 -0.53 0.23 -0.671
H 1.30064 -2.01466 1.46281 0.29 0.10 -0.01 0.167
C 0.99088 0.78315 -1.63890 0.02 1.68 -0.34 0.138
C 0.37711 -1.46703 1.29100 -1.31 -0.68 -0.02 -0.524
S -0.74333 -1.75916 2.75318 0.44 0.54 0.20 -0.783
H 0.86671 0.20243 -2.55907 0.22 -0.46 -0.21 0.098
```
Positions in Å, forces in eV/Å.

The spin multiplicity is 1. The calculation puts the LUMO energy at 0.223 Eh. The energy above the lowest of the compared OMol25 structures with the same formula, charge and spin is 0.873 eV. As for the HOMO energy: 0.23 eV. The total charge is -2.



Density functional theory data (ωB97M-V/def2-TZVPD) for a molecular structure, C39H41GeN2RuS3.

```
87
Properties=species:S:1:pos:R:3:forces:R:3:mulliken_spin:R:1
H 4.08304 -4.28192 0.67187 -0.02 0.01 0.00 0.000
C -1.42576 -2.08213 -3.89485 -0.19 0.10 -0.06 0.016
H 1.89052 -1.69906 3.27583 -0.01 -0.02 -0.02 0.000
C -1.13934 -3.07090 -2.81416 0.26 -1.10 -0.82 0.120
N 0.14022 1.03085 -1.48171 -0.11 0.04 0.43 -0.006
C 0.51032 1.44267 4.24280 -0.07 0.09 -0.03 -0.003
S -1.88070 2.29097 0.98497 0.23 0.09 0.16 -0.002
C -0.67234 -5.40414 -2.24604 -0.19 0.59 0.11 0.066
C -4.56275 0.41527 -1.10117 -0.01 -0.05 0.06 0.000
H -0.67024 -4.31004 1.59030 0.00 -0.02 -0.06 -0.001
C 1.93549 2.05343 1.20194 -0.05 0.08 -0.17 0.007
H -0.52941 -6.43064 -2.55189 0.01 -0.03 -0.01 0.000
C 2.52942 1.45760 -5.59434 -0.01 0.00 0.00 0.000
H -3.90435 -1.64124 -0.96916 -0.06 -0.03 -0.01 -0.004
H -5.23092 -1.24617 0.11892 0.01 0.03 0.04 0.001
H 4.51024 2.14361 -6.04067 -0.01 -0.01 0.02 0.000
H -4.13426 2.92734 0.45047 0.00 -0.04 0.02 0.001
C 2.45036 4.42860 1.15732 -0.01 0.00 0.02 0.000
H -5.25897 0.20451 -1.91246 0.04 0.00 -0.04 0.001
H 3.56936 -2.79163 -1.24007 -0.02 -0.01 0.01 0.000
C 3.15684 2.07287 -2.94268 -0.04 0.10 0.09 0.000
H -2.15178 1.34167 3.09480 0.12 -0.02 0.10 0.001
C 1.58795 1.24096 -4.60567 -0.04 0.00 -0.01 0.000
C 3.00786 -3.07723 2.08577 0.00 0.03 -0.04 -0.002
C 1.90830 1.55084 -3.28013 -0.10 0.01 -0.06 -0.012
H -0.77730 -1.49212 3.13705 0.04 -0.01 0.04 -0.001
H 3.24975 -3.71022 2.93053 -0.01 0.02 -0.02 0.000
H 5.25027 2.60744 0.64431 -0.03 -0.01 0.00 0.000
C 3.28792 1.80045 0.95078 0.02 -0.09 0.09 -0.001
C -3.16532 3.16769 0.01631 0.02 0.01 -0.09 0.002
H -1.00562 0.25811 7.03381 0.00 0.01 -0.01 0.000
H 0.52436 3.64564 1.57515 -0.16 -0.01 -0.05 0.000
C 4.08838 2.28166 -3.94454 0.03 -0.01 0.02 0.000
H -1.03627 -4.66361 -4.22999 0.07 -0.02 0.06 0.004
H 0.31331 2.19370 6.24392 0.00 -0.01 -0.01 0.000
C -2.88479 1.69124 2.37253 0.15 -0.16 0.09 0.001
H -0.00878 -2.70614 1.19597 0.04 -0.12 0.01 -0.001
C -3.11803 2.84504 -1.46174 0.01 -0.03 0.09 -0.003
H 2.11865 5.45395 1.26397 0.00 -0.02 -0.01 0.000
H -3.39778 2.54428 2.81803 -0.02 0.02 -0.08 -0.001
C -0.52967 -0.68039 3.81671 -0.19 0.09 -0.09 0.005
C -0.95064 -4.41470 -3.17797 -0.20 1.10 -0.21 -0.029
C -0.67024 0.30205 6.00578 0.03 0.01 -0.04 -0.001
C -0.81537 -3.72418 -0.47250 0.18 -1.15 -0.05 0.061
H -5.01621 1.18567 -0.48202 -0.01 0.02 -0.01 -0.001
H 3.37501 2.32747 -1.91401 0.04 -0.03 0.04 0.000
H 0.61033 0.84381 -4.84904 0.03 0.00 0.00 0.001
C 1.54085 3.39157 1.31691 0.01 -0.10 0.01 0.001
H -3.00028 4.23478 0.16177 0.00 0.01 0.02 0.000
C 3.78578 4.15606 0.89261 -0.03 -0.07 0.03 0.000
C -4.30636 -0.86532 -0.31582 0.17 0.04 -0.14 0.003
C -0.62185 -5.04571 -0.90830 -0.11 0.88 0.89 -0.030
C 0.06958 1.38949 5.56141 0.00 -0.06 0.03 0.000
C 3.77720 1.97386 -5.26268 -0.01 0.00 0.00 0.000
C -0.80729 -3.42357 0.97700 0.03 0.53 0.18 -0.009
Ru -1.26644 0.24148 -0.19602 -1.29 -0.75 -2.00 0.175
C 3.18505 -2.56185 -0.25389 0.05 0.00 0.06 0.001
C 3.47690 -3.39714 0.81996 -0.02 0.06 -0.02 0.001
H -1.73082 -2.91369 1.26188 0.02 -0.27 0.07 0.007
H -4.20807 0.10640 2.94204 0.03 -0.04 0.00 0.001
N -1.12871 -1.40569 -1.11338 1.18 1.16 1.74 0.589
H -4.71968 0.93187 1.47985 0.01 0.04 0.05 -0.001
H -0.79632 -2.26401 -4.76659 0.05 0.04 0.08 0.004
C 2.23538 -1.93644 2.27639 0.06 0.11 0.03 0.002
C 0.92849 1.29934 -2.26741 0.33 0.02 -0.29 -0.002
H 4.49668 4.96457 0.78213 -0.01 -0.01 0.00 0.000
S -3.02848 1.07707 -1.82694 0.37 -0.32 0.30 0.026
C -0.96628 -0.74035 5.13208 0.02 0.03 0.01 0.001
H 3.65292 0.78167 0.91272 -0.02 0.00 -0.07 0.000
H -2.45763 -2.20968 -4.23946 0.03 0.10 0.05 0.006
H 5.06008 2.68751 -3.69678 -0.03 0.00 0.00 0.000
C -1.04125 -2.67702 -1.43856 -0.35 -0.46 -0.32 0.025
H 1.09303 2.29518 3.91158 0.00 -0.02 0.01 0.000
H -2.22870 3.26772 -1.93112 0.02 -0.06 -0.01 0.000
C 0.20336 0.41678 3.35132 -0.19 0.02 -0.07 -0.013
S -3.05944 -0.72551 1.00754 -0.08 0.17 0.25 -0.004
C 1.92270 -1.09461 1.20694 -0.11 -0.14 -0.10 -0.001
H -0.46502 -5.79802 -0.14411 0.06 0.01 -0.08 0.000
H -1.52926 -1.59688 5.48196 0.02 0.01 -0.01 0.000
C -3.84900 0.57464 2.02637 0.08 0.07 -0.05 -0.002
H -3.98540 3.26324 -1.97335 -0.02 -0.01 -0.01 -0.001
C 2.41897 -1.42168 -0.05722 -0.14 -0.11 -0.02 -0.006
Ge 0.78608 0.47992 1.49068 0.13 -0.44 0.02 0.009
H -1.29685 -1.05799 -3.54950 -0.01 0.03 -0.06 -0.004
H 2.29179 1.23064 -6.62489 0.01 -0.01 0.02 0.000
H 2.20291 -0.78788 -0.90950 -0.02 0.04 -0.03 0.002
C 4.20429 2.83638 0.80932 0.00 0.04 -0.05 0.000
```
Positions in Å, forces in eV/Å.

The spin multiplicity is 2. The calculation puts the LUMO energy (spin up / spin down) at -0.273 / -0.256 Eh. The energy above the lowest of the compared OMol25 structures with the same formula, charge and spin is 0.365 eV. As for the HOMO energy (spin up / spin down): -12.82 / -13.04 eV. The total charge is +2.



Density functional theory data (ωB97M-V/def2-TZVPD) for 2 unconnected molecules or ions with the total composition H4S2.

```
6
Properties=species:S:1:pos:R:3:forces:R:3:nbo_charge:R:1
H 3.56772 -0.05691 -2.16552 0.00 -0.03 -0.18 0.133
H -0.93754 2.26169 -4.12749 0.13 0.02 0.09 0.152
S 0.21426 2.01958 -3.47445 -0.97 0.52 -0.30 -0.299
H -0.16016 2.77708 -2.42673 0.05 -0.09 -0.12 0.148
H 2.09392 1.19638 -2.30586 0.41 -0.38 -0.03 0.131
S 2.66443 0.27660 -3.10602 0.38 -0.05 0.53 -0.265
```
Positions in Å, forces in eV/Å.

The spin multiplicity is 1. The calculation puts the LUMO energy at 0.028 Eh. The energy above the lowest of the compared OMol25 structures with the same formula, charge and spin is 0.294 eV. As for the HOMO energy: -9.44 eV.



Across the entries above, largest force on an atom takes the values 1.72; 2.49; 1.14 eV/A, respectively.